1.
DFT (ωB97M-V with the def2-TZVPD basis set) results for a structure of composition C37H34N3O5PRuS2Te2.

Each line ends with the Löwdin spin population.
Atoms and positions in Å:
Ru 0.098 -0.300 1.152  0.86
S -0.870 1.005 -0.487  0.02
C -2.425 0.428 0.023  0.01
S -2.197 -0.713 1.290  0.01
C -3.640 0.814 -0.506  0.00
C -3.712 1.732 -1.587  0.00
N -3.765 2.474 -2.469  0.00
C -4.850 0.277 0.013  0.00
N -5.827 -0.165 0.438  0.00
C 4.576 -5.447 -0.221  0.00
C 3.437 -4.462 -0.201  0.01
C 2.143 -4.836 -0.543  0.00
C 1.086 -3.943 -0.528  0.01
C -0.270 -4.493 -0.863  0.00
O -0.481 -5.684 -0.716  0.00
C -1.365 -3.606 -1.359  0.00
C -2.657 -3.834 -0.901  0.00
C -3.694 -3.007 -1.304  0.00
C -3.449 -1.971 -2.194  0.00
C -2.165 -1.763 -2.681  0.00
C -1.124 -2.571 -2.256  0.00
C 1.291 -2.604 -0.105  0.00
O 0.250 -1.837 -0.031  0.05
C 2.619 -2.187 0.205  0.01
C 3.646 -3.139 0.144  0.00
C 2.978 -0.768 0.371  0.00
N 2.105 0.170 0.503  0.01
C 2.490 1.556 0.201  0.00
C 1.929 2.629 1.109  0.00
Te 2.917 2.806 2.994  0.00
C 4.583 3.778 2.114  0.00
C 5.846 3.197 2.166  0.00
C 6.938 3.819 1.574  0.00
C 6.778 5.028 0.916  0.00
C 5.522 5.618 0.860  0.00
C 4.435 5.001 1.462  0.00
C 4.444 -0.466 0.278  0.00
C 5.086 -0.252 -0.935  0.00
C 6.454 -0.031 -0.967  0.00
C 7.189 -0.043 0.211  0.00
C 6.549 -0.262 1.422  0.00
C 5.176 -0.464 1.460  0.00
H 4.232 -6.430 -0.543  0.00
H 5.024 -5.562 0.769  0.00
H 5.368 -5.132 -0.903  0.00
H 1.922 -5.860 -0.822  0.00
H -2.828 -4.640 -0.200  0.00
H -4.690 -3.155 -0.907  0.00
H -4.254 -1.311 -2.492  0.00
H -1.969 -0.943 -3.361  0.00
H -0.113 -2.376 -2.593  0.00
H 4.657 -2.827 0.372  0.00
H 2.101 1.748 -0.808  0.00
H 3.574 1.660 0.144  0.00
H 0.871 2.513 1.314  0.00
H 2.072 3.593 0.622  0.00
H 5.972 2.243 2.658  0.00
H 7.912 3.346 1.618  0.00
H 7.626 5.510 0.446  0.00
H 5.389 6.565 0.352  0.00
H 3.461 5.476 1.427  0.00
H 4.512 -0.264 -1.855  0.00
H 6.949 0.143 -1.914  0.00
H 8.259 0.119 0.184  0.00
H 7.118 -0.272 2.343  0.00
H 4.659 -0.625 2.400  0.00
C 2.191 0.987 6.848  0.00
C 0.853 0.456 6.393  0.00
O 0.505 1.094 5.155  0.00
P -0.144 0.229 3.973  0.00
O -0.262 1.151 2.776  0.02
Te 1.087 -1.672 3.323  0.00
O -1.549 -0.232 4.558  0.00
C -2.602 0.754 4.716  0.00
C -3.936 0.067 4.557  0.00
H 2.479 0.520 7.792  0.00
H 2.151 2.067 6.989  0.00
H 2.951 0.761 6.099  0.00
H 0.061 0.674 7.113  0.00
H 0.894 -0.628 6.252  0.00
H -2.472 1.543 3.974  0.00
H -2.493 1.187 5.714  0.00
H -4.041 -0.343 3.555  0.00
H -4.739 0.789 4.720  0.00
H -4.040 -0.738 5.285  0.00

Output
Energy relative to the best compared isomer or geometry (same formula, charge and spin): 0.000 eV
LUMO (spin up / spin down): 1.9 / 1.9 eV
Kohn-Sham gap (spin up / spin down): 6.92 / 6.78 eV
Multiplicity: 2
HOMO level (spin up / spin down): -5.01 / -4.88 eV
Net charge: -1

***

2.
DFT (ωB97M-V with the def2-TZVPD basis set) results for a cluster of 2 separate species, C4H12N2O2 in total.

Each line ends with the Mulliken charge.
Atoms and positions in Å:
N 0.308 -0.352 0.899  -0.41
C -0.109 0.329 -0.271  0.92
C -1.485 -0.015 -0.814  -0.40
C -2.790 -0.172 -0.075  -0.44
O -2.735 -1.241 0.923  -0.45
C 1.010 0.075 -1.342  -0.97
N 2.226 0.842 -1.153  -0.48
H 1.210 -0.151 1.240  0.16
H -0.355 -0.475 1.636  0.20
H -0.015 1.428 -0.147  0.20
H -1.435 -0.477 -1.771  0.35
H -3.100 0.714 0.476  0.27
H -3.547 -0.471 -0.801  0.28
H 0.522 0.357 -2.289  0.42
H 1.261 -1.005 -1.389  0.30
H 2.562 0.936 -0.128  0.35
H 2.349 1.658 -1.715  0.19
H -1.852 -1.555 0.819  0.35
H 3.819 0.552 1.487  0.21
O 2.870 0.462 1.500  -1.05

Output
Energy relative to the best compared isomer or geometry (same formula, charge and spin): 8.383 eV
LUMO: -4.0 eV
Kohn-Sham gap: 3.46 eV
HOMO level: -7.49 eV

***

3.
DFT (ωB97M-V with the def2-TZVPD basis set) results for a cluster of 2 separate species, C8H20O2 in total.

Each line ends with the Mulliken charge.
Atoms and positions in Å:
C -1.851 -1.560 -3.506  -1.18
C -0.427 -1.891 -3.837  -0.11
C 0.630 -0.824 -3.585  -0.43
O 1.895 -1.158 -4.175  -0.35
C 2.060 -1.449 -5.565  -0.67
H -2.125 -0.590 -3.954  0.33
H -1.898 -1.467 -2.408  0.27
H -2.586 -2.316 -3.827  0.32
H -0.164 -2.779 -3.231  0.21
H -0.429 -2.199 -4.901  0.27
H 0.408 0.104 -4.147  0.29
H 0.765 -0.549 -2.521  0.27
H 1.574 -0.793 -6.306  0.30
H 1.725 -2.486 -5.740  0.26
H 3.152 -1.403 -5.716  0.23
C 1.650 1.915 5.628  -1.14
C 0.764 2.197 4.403  -0.24
C -0.267 1.134 4.119  -0.48
O -1.106 1.455 2.994  -0.31
C -2.316 0.759 2.861  -0.67
H 2.401 2.709 5.776  0.32
H 2.173 0.946 5.554  0.32
H 0.987 1.889 6.509  0.31
H 0.270 3.177 4.546  0.24
H 1.430 2.280 3.523  0.27
H 0.174 0.123 4.032  0.30
H -0.976 1.120 4.969  0.28
H -2.877 1.032 1.952  0.24
H -2.959 0.940 3.739  0.29
H -2.077 -0.317 2.817  0.28

Output
Energy relative to the best compared isomer or geometry (same formula, charge and spin): 2.449 eV
LUMO: 0.9 eV
Kohn-Sham gap: 10.37 eV
SMILES string: CCCOC.CCCOC
HOMO level: -9.51 eV

***

4.
DFT (ωB97M-V with the def2-TZVPD basis set) results for a cluster of 2 separate species, C2H5BrN2O in total.

Each line ends with the Mulliken charge.
Atoms and positions in Å:
C 0.000 1.114 0.438  0.43
C -0.781 -1.493 -0.525  -0.90
N 0.406 2.082 1.300  -0.44
N -0.478 -1.153 0.749  -0.33
O -0.004 1.139 -0.759  -0.42
Br 1.126 -1.723 1.419  -0.08
H -1.733 -1.233 -0.700  0.44
H -0.354 -0.873 -1.312  0.33
H -0.392 -2.426 -0.867  0.40
H 1.064 2.550 0.723  0.27
H 0.687 1.667 2.193  0.30

Output
Energy relative to the best compared isomer or geometry (same formula, charge and spin): 3.570 eV
LUMO (spin up / spin down): -0.2 / -0.4 eV
Kohn-Sham gap (spin up / spin down): 8.35 / 7.71 eV
HOMO level (spin up / spin down): -8.59 / -8.10 eV

***

5.
DFT (ωB97M-V with the def2-TZVPD basis set) results for a structure of composition C26H25FI2N3OReSSi.

Each line ends with the Löwdin spin population.
Atoms and positions in Å:
Re -0.382 -0.765 -0.249  0.81
I -2.579 -4.258 2.734  0.00
C -3.331 -2.438 2.109  0.00
C -4.562 -1.964 2.634  0.00
C -5.110 -0.787 2.218  0.00
I -6.938 -0.198 3.007  0.00
C -4.432 0.013 1.253  0.00
C -4.908 1.220 0.699  0.01
C -4.175 1.863 -0.263  0.00
C -2.932 1.344 -0.649  0.01
N -2.421 0.243 -0.119  0.02
C -3.188 -0.446 0.788  0.00
C -2.658 -1.691 1.188  0.00
O -1.514 -2.084 0.573  -0.01
H -5.078 -2.572 3.368  0.00
H -5.862 1.618 1.026  0.00
H -4.533 2.774 -0.723  0.00
H -2.340 1.850 -1.397  0.00
F 4.098 -4.940 -1.208  0.01
C 3.140 -4.034 -1.006  0.04
C 3.333 -2.749 -1.481  0.00
C 2.327 -1.821 -1.272  0.04
C 1.130 -2.132 -0.592  0.00
C 1.000 -3.463 -0.141  0.04
C 1.991 -4.412 -0.341  -0.01
H 4.256 -2.501 -1.993  0.00
H 2.484 -0.816 -1.652  0.00
H 0.104 -3.757 0.389  0.00
H 1.889 -5.432 0.008  0.00
N 0.201 -1.354 -3.464  0.01
C 0.244 -0.058 -3.155  0.01
N 0.115 0.422 -1.913  0.00
C 0.163 1.845 -1.930  0.00
C 0.099 2.684 -0.823  0.00
C 0.153 4.053 -1.021  0.00
C 0.286 4.592 -2.301  0.00
C 0.369 3.764 -3.407  0.00
C 0.307 2.394 -3.198  0.00
S 0.401 1.130 -4.396  0.00
H 0.402 -2.027 -2.734  0.00
H 0.364 -1.643 -4.414  0.00
H 0.006 2.271 0.174  0.00
H 0.100 4.718 -0.165  0.00
H 0.333 5.667 -2.433  0.00
H 0.487 4.174 -4.403  0.00
C 2.074 1.644 3.257  0.00
Si 2.215 0.549 1.757  0.00
C 3.011 1.499 0.363  0.00
C 3.245 -0.940 2.179  0.00
C 0.416 0.001 1.423  0.02
H 3.063 1.988 3.580  0.00
H 1.614 1.111 4.096  0.00
H 1.465 2.530 3.046  0.00
H 4.067 1.646 0.625  0.00
H 2.567 2.490 0.219  0.00
H 2.986 0.975 -0.596  0.00
H 4.190 -0.607 2.624  0.00
H 3.485 -1.555 1.306  0.00
H 2.741 -1.581 2.913  0.00
H -0.289 0.784 1.744  0.02
H 0.312 -0.833 2.137  0.00

Output
Energy relative to the best compared isomer or geometry (same formula, charge and spin): 0.000 eV
LUMO (spin up / spin down): -3.8 / -3.8 eV
Kohn-Sham gap (spin up / spin down): 6.79 / 6.97 eV
Multiplicity: 2
HOMO level (spin up / spin down): -10.57 / -10.73 eV
Net charge: +1

***

6.
DFT (ωB97M-V with the def2-TZVPD basis set) results for a structure of composition C4H7N2.

Each line ends with the Löwdin spin population.
Atoms and positions in Å:
C 1.513 -0.800 0.134  0.77
C 0.266 -1.449 0.009  0.13
C -0.254 0.092 -0.385  0.10
C -1.254 0.606 0.578  0.02
N 2.163 0.230 0.206  0.22
N 1.163 1.055 -0.169  0.70
H 0.243 -2.024 -0.911  0.02
H -0.336 -1.926 0.720  0.01
H -0.409 0.119 -1.454  0.01
H -0.905 1.539 1.181  0.00
H -1.715 -0.216 1.071  0.00
H -1.969 1.153 -0.012  0.00
H 1.494 1.619 -0.968  0.03

Output
Energy relative to the best compared isomer or geometry (same formula, charge and spin): 3.881 eV
LUMO (spin up / spin down): -4.2 / -8.0 eV
Kohn-Sham gap (spin up / spin down): 8.83 / 8.68 eV
Multiplicity: 3
HOMO level (spin up / spin down): -13.05 / -16.68 eV
Net charge: +1

***

7.
DFT (ωB97M-V with the def2-TZVPD basis set) results for a structure of composition C2H3GdO.

Each line ends with the Löwdin spin population.
Atoms and positions in Å:
H 1.961 1.275 0.654  0.00
O 0.072 0.438 0.302  0.08
C 1.156 0.563 1.024  0.01
C 1.849 -0.409 1.670  -0.02
H 2.712 -0.132 2.277  0.00
H 1.418 -1.404 1.817  0.00
Gd -1.031 -0.555 -1.447  7.93

Output
LUMO (spin up / spin down): -5.3 / -6.1 eV
Kohn-Sham gap (spin up / spin down): 6.37 / 5.58 eV
Multiplicity: 9
HOMO level (spin up / spin down): -11.66 / -11.73 eV
Net charge: +1

***

8.
DFT (ωB97M-V with the def2-TZVPD basis set) results for a cluster of 2 separate species, CH8N2O in total.

Each line ends with the Mulliken charge.
Atoms and positions in Å:
N 1.452 1.552 0.466  -0.63
C 0.278 0.644 0.528  -0.36
N -0.139 0.051 -0.700  -0.58
H 2.001 1.238 -0.336  0.24
H 2.026 1.259 1.263  0.25
H -0.552 1.219 0.921  0.29
H 0.468 -0.093 1.313  0.29
H 0.564 -0.500 -1.174  0.24
H -0.590 0.650 -1.374  0.21
O -2.063 -2.104 0.028  -0.69
H -1.440 -1.362 -0.115  0.44
H -2.005 -2.555 -0.820  0.30

Output
Energy relative to the best compared isomer or geometry (same formula, charge and spin): 0.194 eV
LUMO: 0.9 eV
Kohn-Sham gap: 10.45 eV
SMILES string: NCN.O
HOMO level: -9.60 eV

***

Asked for energy across the records above, the calculation gives -101762.507; -11410.834; -12713.537; -77220.995; -73642.891; -7226.851; -24995.525; -6194.235 eV in order.
Asked for max |F| across the records above, the calculation gives 0.62; 2.89; 2.27; 4.11; 0.48; 9.97; 5.05; 1.03 eV/A in order.